Here is a structure of composition C32H28F5N7O2OsS3 at a distorted geometry from the OMol25 dataset. Energies are from ωB97M-V/def2-TZVPD.

Calculated values
- E_LUMO (alpha / beta) (hartree) = -0.279 / -0.267
- highest occupied orbital energy (alpha / beta) (eV) = -13.62 / -13.57
- total charge = +2
- energy above the lowest of the compared OMol25 structures with the same formula, charge and spin (eV) = 3.058
- frontier orbital gap (alpha / beta) (eV) = 6.02 / 6.29

CARTESIAN COORDINATES (ANGSTROEM)
1 Os 0.37 -0.62 0.42
2 C 3.01 -0.14 5.04
3 N 1.73 0.47 4.69
4 C 1.02 1.37 5.48
5 C -0.09 1.69 4.81
6 N -0.07 0.99 3.60
7 C 1.06 0.26 3.55
8 S 1.70 -0.76 2.35
9 C -1.17 0.99 2.70
10 C -2.14 1.96 2.85
11 C -3.31 1.87 2.12
12 C -3.52 0.76 1.33
13 C -2.48 -0.13 1.19
14 N -1.28 0.00 1.80
15 H 3.15 -0.09 6.12
16 H 3.83 0.39 4.55
17 H 3.02 -1.18 4.73
18 H 1.37 1.69 6.44
19 H -0.89 2.33 5.11
20 H -1.97 2.81 3.49
21 H -4.06 2.65 2.20
22 H -4.45 0.61 0.80
23 H -2.60 -1.02 0.59
24 C 2.56 3.92 -5.44
25 C 1.76 3.49 -4.25
26 C 0.38 3.71 -4.22
27 C -0.39 3.30 -3.14
28 C 0.24 2.67 -2.08
29 C 1.61 2.44 -2.08
30 C 2.36 2.85 -3.16
31 S -0.69 2.03 -0.76
32 O 0.10 2.08 0.47
33 O -2.03 2.53 -0.73
34 N -0.67 0.41 -1.01
35 C -1.59 -0.42 -1.59
36 C -2.79 -0.13 -2.22
37 C -3.57 -1.21 -2.61
38 C -3.10 -2.51 -2.42
39 C -1.86 -2.68 -1.83
40 N -1.14 -1.65 -1.39
41 H 2.12 3.54 -6.36
42 H 3.59 3.58 -5.37
43 H 2.56 5.01 -5.51
44 H -0.10 4.21 -5.05
45 H -1.46 3.48 -3.12
46 H 2.07 1.95 -1.23
47 H 3.43 2.68 -3.17
48 H -3.11 0.90 -2.35
49 H -4.54 -1.04 -3.06
50 H -3.69 -3.37 -2.72
51 H -1.42 -3.66 -1.71
52 F -5.31 -3.13 3.45
53 C -4.11 -3.20 2.93
54 C -3.89 -3.87 1.73
55 F -4.91 -4.43 1.09
56 C -2.63 -3.91 1.18
57 F -2.46 -4.60 0.06
58 C -1.54 -3.24 1.76
59 S 0.03 -3.18 1.00
60 C -1.79 -2.63 3.00
61 F -0.80 -2.00 3.63
62 C -3.04 -2.59 3.57
63 F -3.23 -1.93 4.71
64 C 5.69 -1.20 -0.82
65 C 4.25 -1.11 -1.17
66 C 3.62 -1.06 -2.40
67 C 2.25 -1.00 -2.14
68 N 2.03 -0.99 -0.81
69 N 3.28 -1.06 -0.25
70 C 1.19 -1.01 -3.19
71 H 6.30 -1.10 -1.71
72 H 5.92 -2.16 -0.35
73 H 5.97 -0.41 -0.12
74 H 4.09 -1.07 -3.36
75 H 3.41 -1.15 0.74
76 H 1.66 -0.98 -4.17
77 H 0.52 -0.15 -3.10
78 H 0.60 -1.91 -3.12

=====

Here is the molecule C8H13N at a distorted geometry from the OMol25 dataset. Energies are from ωB97M-V/def2-TZVPD.

Calculated values
- SMILES = C1=C[C@H]2CNC[C@H](C1)C2
- E_LUMO (hartree) = 0.038
- highest occupied orbital energy (eV) = -8.48
- energy above the lowest of the compared OMol25 structures with the same formula, charge and spin (eV) = 4.898
- frontier orbital gap (eV) = 9.51

CARTESIAN COORDINATES (ANGSTROEM)
1 C 2.17 -0.25 -0.33
2 C 1.47 -1.41 -0.13
3 C 0.01 -1.09 -0.07
4 C -1.44 -1.41 -0.29
5 N -2.13 0.02 -0.01
6 C -1.20 1.11 -0.39
7 C 0.08 1.14 0.46
8 C 1.45 1.03 -0.34
9 C 0.00 -0.18 1.17
10 H 3.30 -0.30 -0.25
11 H 2.11 -2.27 0.26
12 H -0.03 -0.39 -0.93
13 H -1.84 -1.77 -1.24
14 H -1.68 -1.96 0.66
15 H -2.83 0.08 -0.76
16 H -0.85 1.08 -1.44
17 H -1.83 1.87 -0.13
18 H 0.03 1.99 1.20
19 H 1.38 1.44 -1.31
20 H 1.95 1.91 0.10
21 H 0.79 -0.17 1.92
22 H -0.90 -0.49 1.84

=====

Here is the ion C8H11N4O2 with charge +1 at a distorted geometry from the OMol25 dataset. Energies are from ωB97M-V/def2-TZVPD.

Calculated values
- SMILES = C[N+]1=CCC[C@@H]1c1nonc1/C=[NH+]/[O-]
- E_LUMO (alpha / beta) (hartree) = -0.172 / -0.172
- highest occupied orbital energy (alpha / beta) (eV) = -12.22 / -12.21
- total charge = +1
- energy above the lowest of the compared OMol25 structures with the same formula, charge and spin (eV) = 6.598
- frontier orbital gap (alpha / beta) (eV) = 7.55 / 7.55

CARTESIAN COORDINATES (ANGSTROEM)
1 C 1.40 0.94 -1.91
2 N 1.40 0.35 -0.59
3 C 2.10 -0.66 -0.27
4 C 1.98 -1.02 1.17
5 C 1.02 0.00 1.78
6 C 0.65 0.94 0.56
7 C -0.78 1.19 0.32
8 N -1.28 2.38 0.43
9 O -2.56 2.34 0.16
10 N -2.94 1.00 -0.05
11 C -1.81 0.30 -0.06
12 C -1.86 -1.12 -0.26
13 N -3.01 -1.74 -0.42
14 O -3.03 -2.98 -0.60
15 H 1.13 0.17 -2.54
16 H 0.56 1.72 -1.89
17 H 2.26 1.41 -2.31
18 H 2.54 -1.20 -1.05
19 H 2.85 -1.15 1.79
20 H 1.54 -1.95 1.04
21 H 0.11 -0.54 2.15
22 H 1.36 0.75 2.49
23 H 1.13 1.87 0.82
24 H -0.89 -1.79 -0.19
25 H -3.85 -1.22 -0.57

=====

Please write out number 2 again, unchanged.
Here is the molecule C8H13N at a distorted geometry from the OMol25 dataset. Energies are from ωB97M-V/def2-TZVPD.

Calculated values
- SMILES = C1=C[C@H]2CNC[C@H](C1)C2
- E_LUMO (hartree) = 0.038
- highest occupied orbital energy (eV) = -8.48
- energy above the lowest of the compared OMol25 structures with the same formula, charge and spin (eV) = 4.898
- frontier orbital gap (eV) = 9.51

CARTESIAN COORDINATES (ANGSTROEM)
1 C 2.17 -0.25 -0.33
2 C 1.47 -1.41 -0.13
3 C 0.01 -1.09 -0.07
4 C -1.44 -1.41 -0.29
5 N -2.13 0.02 -0.01
6 C -1.20 1.11 -0.39
7 C 0.08 1.14 0.46
8 C 1.45 1.03 -0.34
9 C 0.00 -0.18 1.17
10 H 3.30 -0.30 -0.25
11 H 2.11 -2.27 0.26
12 H -0.03 -0.39 -0.93
13 H -1.84 -1.77 -1.24
14 H -1.68 -1.96 0.66
15 H -2.83 0.08 -0.76
16 H -0.85 1.08 -1.44
17 H -1.83 1.87 -0.13
18 H 0.03 1.99 1.20
19 H 1.38 1.44 -1.31
20 H 1.95 1.91 0.10
21 H 0.79 -0.17 1.92
22 H -0.90 -0.49 1.84